Computed, not measured: a cluster of 12 separate species, C30H57N9O19S3 in total at a distorted geometry, with the ωB97M-V functional and the def2-TZVPD basis.

Positions of all 118 atoms, in Å:
O 0.058 3.059 7.575
S 0.988 2.227 8.245
O 1.118 0.786 7.862
O 2.454 3.021 8.285
C 2.693 3.701 9.519
C 1.511 3.384 10.510
O 0.689 2.385 9.879
H 3.661 3.363 9.889
H 2.736 4.760 9.265
H 0.878 4.242 10.737
H 1.874 2.896 11.414
O -3.671 -9.682 3.835
S -3.698 -8.211 3.788
O -4.728 -7.518 4.546
O -2.206 -7.551 4.050
C -1.943 -6.592 3.060
C -2.725 -6.979 1.854
O -3.784 -7.747 2.204
H -2.201 -5.602 3.436
H -0.853 -6.615 3.038
H -2.132 -7.615 1.196
H -3.005 -6.154 1.198
O 3.938 -8.804 -6.248
S 4.221 -7.328 -6.120
O 4.364 -6.423 -7.294
O 3.197 -6.686 -4.994
C 3.880 -6.349 -3.828
C 5.375 -6.283 -4.055
O 5.558 -7.077 -5.207
H 3.494 -5.479 -3.297
H 3.564 -7.145 -3.154
H 6.052 -6.785 -3.364
H 5.588 -5.217 -4.141
C -7.537 -1.744 7.843
C -6.338 -1.629 8.613
C -5.113 -1.463 7.900
N -5.082 -1.413 6.553
C -6.184 -1.466 5.844
C -7.375 -1.665 6.442
H -8.533 -1.770 8.259
H -6.379 -1.718 9.688
H -4.229 -1.425 8.519
H -6.017 -1.467 4.777
H -8.285 -1.697 5.861
C -1.905 3.372 -11.295
C -2.896 2.446 -11.717
C -3.176 1.287 -11.016
N -2.480 0.931 -9.878
C -1.464 1.777 -9.487
C -1.126 3.034 -10.120
H -1.566 4.197 -11.904
H -3.462 2.668 -12.610
H -3.984 0.600 -11.221
H -0.923 1.297 -8.685
H -0.357 3.717 -9.793
C -4.749 -5.218 -7.882
C -4.349 -5.063 -6.412
N -5.073 -4.192 -5.721
O -3.430 -5.786 -5.946
H -3.840 -5.062 -8.463
H -5.603 -4.564 -8.056
H -5.004 -6.276 -7.940
H -4.875 -4.021 -4.745
H -5.875 -3.775 -6.170
C 5.140 -0.455 -7.733
C 5.340 0.874 -7.122
N 6.410 1.577 -7.453
O 4.631 1.119 -6.171
H 5.918 -1.099 -7.323
H 5.174 -0.522 -8.820
H 4.120 -0.781 -7.528
H 6.746 2.401 -6.974
H 6.834 1.169 -8.274
C -7.685 4.925 5.185
C -7.159 5.809 4.030
N -7.545 7.079 4.080
O -6.329 5.412 3.181
H -8.413 4.183 4.859
H -8.272 5.608 5.798
H -6.924 4.538 5.863
H -7.075 7.756 3.496
H -7.875 7.375 4.988
C -0.169 0.162 -1.043
C -0.158 -0.391 0.265
N -0.930 0.241 1.145
O 0.531 -1.307 0.589
H -0.115 1.250 -1.063
H -1.067 -0.198 -1.544
H 0.713 -0.266 -1.519
H -1.317 1.166 1.021
H -0.919 -0.203 2.052
C 6.322 4.342 -1.401
C 6.768 5.433 -2.373
N 6.059 6.539 -2.527
O 7.785 5.392 -2.947
H 6.731 4.601 -0.425
H 6.600 3.344 -1.741
H 5.233 4.316 -1.363
H 6.461 7.314 -3.035
H 5.108 6.540 -2.188
C 7.273 -1.639 4.514
C 7.686 -1.519 5.956
N 7.478 -0.330 6.565
O 8.261 -2.338 6.591
H 6.225 -1.831 4.285
H 7.914 -2.326 3.962
H 7.411 -0.787 3.848
H 6.975 0.375 6.047
H 7.676 -0.267 7.553
C 0.071 7.040 2.096
C -0.133 7.043 0.563
N -1.252 6.357 0.105
O 0.614 7.626 -0.156
H -0.867 6.975 2.647
H 0.689 7.888 2.395
H 0.774 6.233 2.303
H -1.199 6.283 -0.901
H -2.005 6.081 0.719

The net charge is 0. The orbital gap comes out at 9.517 eV. The calculation puts the HOMO energy at -9.43 eV. The value obtained for the LUMO energy is 0.003 Eh. The structure (SMILES) is O=S1(=O)OCCO1.O=S1(=O)OCCO1.O=S1(=O)OCCO1.c1ccncc1.c1ccncc1.CC(N)=O.CC(N)=O.CC(N)=O.CC(N)=O.CC(N)=O.CC(N)=O.CC(N)=O. The energy comes out at -4294.10780 Eh.